Entry from the Open Molecules 2025 dataset: a cluster of 2 separate species, C5H10O2 in total (ωB97M-V/def2-TZVPD).

Output
LUMO energy ... 0.79 eV
Multiplicity ... 1
Net charge ... 0
HOMO ... -8.6310 eV

Cartesian coordinates (Å):
C (0.1019, -2.2748, -0.4426)
O (0.2831, -0.9195, -0.0007)
C (-0.8717, -0.1617, -0.0547)
C (0.3518, -1.0351, 2.0285)
C (-0.8133, 1.1598, -0.1349)
C (0.4305, 1.9681, -0.3686)
O (0.2066, 2.9464, -1.3704)
H (-0.4511, -2.3050, -1.3878)
H (-0.4275, -2.8191, 0.3423)
H (1.0960, -2.6997, -0.5890)
H (-1.7834, -0.7327, 0.0986)
H (0.3210, 0.0688, 2.1753)
H (1.4412, -1.2253, 1.9734)
H (-1.7426, 1.7105, -0.0243)
H (0.7133, 2.5285, 0.5294)
H (1.2724, 1.3102, -0.6272)
H (-0.1281, 2.4806, -2.1473)


Entry from the Open Molecules 2025 dataset: a cluster of 2 separate species, C5H10O2 in total (ωB97M-V/def2-TZVPD).

Output
LUMO energy ... 0.83 eV
Multiplicity ... 1
Net charge ... 0
HOMO ... -9.6462 eV
SMILES ... O[C@@H]1C=CC1.CO

Cartesian coordinates (Å):
O (1.4150, 1.0870, 0.3230)
C (1.1656, -0.2236, 0.7652)
C (1.1069, -1.3089, -0.2625)
C (0.0228, -1.8681, 0.2902)
C (-0.2456, -0.7320, 1.2549)
H (1.5147, 1.6399, 1.1069)
H (1.9311, -0.5138, 1.4937)
H (1.8559, -1.6211, -0.9810)
H (-0.3785, -2.8741, 0.2274)
H (-0.3482, -1.0145, 2.3086)
H (-1.0761, -0.0816, 0.9640)
C (-1.1572, 1.6147, -1.1853)
O (-1.5910, 0.2627, -1.1328)
H (-0.8025, 1.9139, -2.1794)
H (-0.3638, 1.8818, -0.4759)
H (-2.0520, 2.1784, -0.9230)
H (-0.9970, -0.3407, -1.5941)


Entry from the Open Molecules 2025 dataset: the molecule C5H10O2 at a distorted geometry (ωB97M-V/def2-TZVPD).

Output
LUMO energy (spin up / spin down) ... 0.76 / 0.65 eV
Multiplicity ... 1
Net charge ... 0
HOMO (spin up / spin down) ... -7.3634 / -7.1682 eV

Cartesian coordinates (Å):
O (2.9506, -0.0761, -1.6008)
C (2.3834, -0.3985, -0.3318)
C (0.9125, -0.2433, -0.2655)
C (-1.7616, -0.7249, 1.0206)
C (-1.8743, 0.3316, -0.0998)
C (-0.7928, 1.3068, 0.1974)
O (0.4476, 0.9407, 0.1012)
H (2.6579, 0.8218, -1.7927)
H (2.8390, 0.1976, 0.4725)
H (2.6493, -1.4477, -0.1643)
H (0.2435, -0.9208, -0.7790)
H (-2.4187, -0.5291, 1.8687)
H (-1.9567, -1.7480, 0.6639)
H (-2.8534, 0.8093, -0.1161)
H (-1.7118, -0.1109, -1.1031)
H (-0.7783, -0.5356, 1.4162)
H (-0.9360, 2.3271, 0.5125)


Entry from the Open Molecules 2025 dataset: a cluster of 2 separate species, C5H10O2 in total (ωB97M-V/def2-TZVPD).

Output
LUMO energy ... 0.89 eV
Multiplicity ... 1
Net charge ... 0
HOMO ... -9.0415 eV
SMILES ... O[C@H]1[C@H]2CCO[C@@H]12.[H][H]

Cartesian coordinates (Å):
O (-1.4484, -1.6601, 0.2632)
C (-0.7779, -0.5799, 0.8250)
C (0.6165, -0.2853, 0.3853)
C (0.9884, -0.7899, -1.0089)
C (0.6301, 0.4306, -1.8480)
O (-0.6187, 0.8444, -1.2891)
C (-0.4760, 0.7224, 0.1017)
H (-2.3747, -1.5828, 0.5218)
H (-0.9321, -0.4745, 1.9015)
H (1.4003, -0.1210, 1.1197)
H (2.0287, -1.1132, -1.0828)
H (0.3339, -1.6191, -1.2939)
H (0.4880, 0.2482, -2.9161)
H (1.3916, 1.2186, -1.7172)
H (-0.6139, 1.6620, 0.6274)
H (-0.4667, 1.3767, 2.9430)
H (-0.0357, 1.8562, 2.5760)


Entry from the Open Molecules 2025 dataset: the molecule C5H10O2 (ωB97M-V/def2-TZVPD).

Output
LUMO energy ... 0.96 eV
Multiplicity ... 1
Net charge ... 0
HOMO ... -9.8790 eV
SMILES ... C[C@@H](O)[C@H]1CCO1

Cartesian coordinates (Å):
C (-2.1440, -0.5497, 0.3801)
C (-1.0853, 0.2439, -0.3782)
O (-0.9768, 1.5622, 0.1340)
C (0.2445, -0.4969, -0.3641)
C (1.5021, 0.2754, -0.7982)
C (1.9843, 0.0105, 0.6346)
O (0.7543, -0.6462, 0.9784)
H (-3.0522, 0.0488, 0.4899)
H (-2.3954, -1.4683, -0.1634)
H (-1.7788, -0.8212, 1.3759)
H (-1.3904, 0.3505, -1.4289)
H (-0.1526, 1.6386, 0.6247)
H (0.1159, -1.4752, -0.8484)
H (2.0919, -0.1833, -1.5932)
H (1.3145, 1.3247, -1.0392)
H (2.1540, 0.8942, 1.2635)
H (2.8484, -0.6581, 0.7270)


Entry from the Open Molecules 2025 dataset: the molecule C5H10O2 at a distorted geometry (ωB97M-V/def2-TZVPD).

Output
LUMO energy ... 0.71 eV
Multiplicity ... 1
Net charge ... 0
HOMO ... -9.8583 eV
SMILES ... O=CCCCCO

Cartesian coordinates (Å):
O (-1.9883, 0.1340, 1.3966)
C (-2.1700, -0.0935, 0.2189)
C (-1.2571, 0.4875, -0.8444)
C (-0.1500, -0.6227, -1.1252)
C (0.9804, -1.0915, -0.0595)
C (1.6928, 0.0674, 0.7341)
O (2.3556, 1.0993, -0.0911)
H (-3.1221, -0.5727, -0.1430)
H (-0.6885, 1.4458, -0.4689)
H (-1.7164, 0.6953, -1.8142)
H (0.4213, -0.0861, -1.8808)
H (-0.6783, -1.5294, -1.4741)
H (0.5177, -1.8191, 0.6081)
H (1.7917, -1.4790, -0.6790)
H (2.5286, -0.2090, 1.4770)
H (0.9599, 0.6260, 1.2582)
H (2.4720, 0.5798, -0.8707)


Entry from the Open Molecules 2025 dataset: the molecule C5H10O2 (ωB97M-V/def2-TZVPD).

Output
LUMO energy ... 0.88 eV
Multiplicity ... 1
Net charge ... 0
HOMO ... -9.5531 eV
SMILES ... C[C@@H]1[C@H](O)C[C@@H]1O

Cartesian coordinates (Å):
C (1.5545, -0.3165, -0.9667)
C (0.7552, 0.2959, 0.1692)
C (-0.1409, -0.6373, 1.0406)
O (-0.4608, -1.8909, 0.4768)
C (-1.3135, 0.3399, 0.8493)
C (-0.4989, 1.1223, -0.2069)
O (-0.8793, 0.8711, -1.5409)
H (2.3666, -0.9472, -0.5836)
H (2.0003, 0.4645, -1.5930)
H (0.9093, -0.9252, -1.6023)
H (1.4116, 0.8909, 0.8163)
H (0.2033, -0.7534, 2.0788)
H (0.2947, -2.4787, 0.6082)
H (-1.5644, 0.9160, 1.7458)
H (-2.2085, -0.1527, 0.4572)
H (-0.4129, 2.2038, -0.0247)
H (-1.7927, 1.1653, -1.6437)


Entry from the Open Molecules 2025 dataset: a cluster of 2 separate species, C5H10O2 in total at a distorted geometry (ωB97M-V/def2-TZVPD).

Output
LUMO energy ... 0.30 eV
Multiplicity ... 1
Net charge ... 0
HOMO ... -9.7018 eV
SMILES ... C=C[C@@H](C)O.C=O

Cartesian coordinates (Å):
C (0.7906, 0.9875, 1.4502)
C (0.8848, -0.2361, 0.9444)
C (1.0845, -0.5365, -0.5242)
C (0.1841, -1.6785, -1.0034)
O (0.9711, 0.6068, -1.3342)
H (0.8759, 1.8621, 0.8072)
H (0.7041, 1.1635, 2.5191)
H (0.8817, -1.1062, 1.6024)
H (2.1266, -0.8629, -0.6316)
H (0.3353, -2.5915, -0.4152)
H (-0.8726, -1.3985, -0.9275)
H (0.4009, -1.9041, -2.0507)
H (0.0420, 0.8967, -1.3045)
C (-2.0945, 1.2092, 0.2265)
O (-1.7421, 1.3896, -0.9277)
H (-1.5216, 0.6303, 0.9525)
H (-3.0508, 1.5685, 0.6166)


Entry from the Open Molecules 2025 dataset: the molecule C5H10O2 (ωB97M-V/def2-TZVPD).

Output
LUMO energy ... 1.06 eV
Multiplicity ... 1
Net charge ... 0
HOMO ... -10.0148 eV
SMILES ... C[C@@H](O)[C@H]1CCO1

Cartesian coordinates (Å):
C (-2.2428, -0.5436, 0.2459)
C (-1.0784, 0.2755, -0.2998)
O (-0.9699, 1.5242, 0.3528)
C (0.2619, -0.4499, -0.2169)
C (1.4588, 0.2264, -0.8893)
C (2.1339, 0.0399, 0.4720)
O (0.8741, -0.3052, 1.0878)
H (-3.1787, 0.0027, 0.0999)
H (-2.3229, -1.5076, -0.2697)
H (-2.1199, -0.7365, 1.3171)
H (-1.2598, 0.4872, -1.3634)
H (-0.4402, 1.3454, 1.1479)
H (0.1564, -1.5148, -0.4691)
H (1.8894, -0.2764, -1.7566)
H (1.2487, 1.2745, -1.1171)
H (2.5995, 0.9172, 0.9344)
H (2.8300, -0.8077, 0.5122)


Entry from the Open Molecules 2025 dataset: a structure of composition C5H10O2 at a distorted geometry (ωB97M-V/def2-TZVPD).

Output
LUMO energy ... 0.65 eV
Multiplicity ... 1
Net charge ... 0
HOMO ... -9.1096 eV

Cartesian coordinates (Å):
C (-1.5807, -0.2265, -2.1462)
O (-1.2141, -0.4117, -0.7972)
C (-0.0455, 0.2272, -0.5450)
C (0.5935, -0.0308, 0.8072)
C (1.0794, 1.1277, 1.6747)
C (0.3697, -1.3267, 1.4649)
O (0.7009, -1.5987, 2.6036)
H (-1.6518, 0.8452, -2.3835)
H (-2.5479, -0.7055, -2.2651)
H (-0.8383, -0.6908, -2.8140)
H (0.0062, 1.2921, -0.7831)
H (0.8058, -0.2225, -1.4537)
H (1.2242, -0.3333, -0.2050)
H (1.4987, 0.7078, 2.5963)
H (1.8724, 1.6860, 1.1666)
H (0.3001, 1.8475, 1.9691)
H (-0.0666, -2.1013, 0.8044)


Entry from the Open Molecules 2025 dataset: a structure of composition C5H10O2 at a distorted geometry (ωB97M-V/def2-TZVPD).

Output
LUMO energy ... 1.07 eV
Multiplicity ... 1
Net charge ... 0
HOMO ... -9.9333 eV

Cartesian coordinates (Å):
C (1.8361, 0.9409, 0.8581)
C (0.7284, 0.8807, -0.1758)
O (1.1802, 0.3715, -1.4167)
C (-0.4082, 0.0442, 0.3283)
C (-1.6023, -0.1560, -0.5648)
C (-1.3910, -1.6243, -0.0901)
O (-0.0363, -1.3601, 0.2925)
H (2.6778, 1.5090, 0.4620)
H (1.4758, 1.4164, 1.7776)
H (2.1731, -0.0721, 1.1095)
H (0.3201, 1.8750, -0.3852)
H (1.3250, -0.5779, -1.2748)
H (-0.7616, 0.3104, 1.3308)
H (-2.5719, 0.2891, -0.3570)
H (-1.3409, 0.0064, -1.6303)
H (-1.6340, -1.9627, -1.0664)
H (-1.9705, -1.8905, 0.8022)


Entry from the Open Molecules 2025 dataset: the molecule C5H10O2 (ωB97M-V/def2-TZVPD).

Output
LUMO energy (spin up / spin down) ... -0.41 / -0.41 eV
Multiplicity ... 1
Net charge ... 0
HOMO (spin up / spin down) ... -7.8784 / -7.8782 eV

Cartesian coordinates (Å):
C (2.1138, 0.9564, -0.2298)
O (0.7112, 0.9948, -0.3977)
C (0.1609, -0.2488, -0.6878)
C (0.2039, -1.3587, 0.7030)
O (-0.8166, -2.1520, 0.5990)
C (-1.2494, -0.3116, -0.5951)
C (-1.9979, 0.7138, 0.1564)
H (2.4090, 0.3540, 0.6394)
H (2.6045, 0.5478, -1.1248)
H (2.4434, 1.9869, -0.0818)
H (0.6327, -0.7600, -1.5353)
H (0.1760, -0.5000, 1.4188)
H (1.2087, -1.8359, 0.7871)
H (-1.7790, -1.0866, -1.1306)
H (-3.0613, 0.4853, 0.2346)
H (-1.5584, 0.8022, 1.1612)
H (-1.8452, 1.6931, -0.3165)


Entry from the Open Molecules 2025 dataset: the molecule C5H10O2 (ωB97M-V/def2-TZVPD).

Output
LUMO energy ... 0.93 eV
Multiplicity ... 1
Net charge ... 0
HOMO ... -8.3143 eV

Cartesian coordinates (Å):
C (-1.6283, -0.3586, -0.3781)
C (-0.6098, 0.0845, 0.6608)
C (0.6299, -0.8435, 0.8162)
O (0.5017, -2.0623, 0.1055)
C (1.4776, 0.2800, 0.2434)
C (0.3739, 1.2010, 0.3105)
O (0.3605, 1.5913, -1.4127)
H (-2.3895, 0.4117, -0.5514)
H (-2.1299, -1.2693, -0.0393)
H (-1.1414, -0.6151, -1.3240)
H (-1.1142, 0.2957, 1.6115)
H (0.8324, -1.0627, 1.8766)
H (1.3939, -2.3811, -0.0751)
H (2.5090, 0.5075, 0.5087)
H (1.0784, 0.7010, -1.1901)
H (0.3143, 2.2200, 0.6883)
H (-0.4586, 1.2998, -1.8509)


Entry from the Open Molecules 2025 dataset: the molecule C5H10O2 (ωB97M-V/def2-TZVPD).

Output
LUMO energy ... 0.41 eV
Multiplicity ... 1
Net charge ... 0
HOMO ... -8.6098 eV

Cartesian coordinates (Å):
C (-1.6838, -0.2267, 0.7054)
C (-0.8871, 0.5326, -0.3588)
O (-1.0080, 1.7750, -0.5940)
C (0.8842, 0.2284, -0.2381)
C (1.5029, -0.4164, 0.9754)
C (0.3575, -0.5437, -1.3073)
O (1.4061, 1.4515, -0.5159)
H (-1.8559, -1.2709, 0.4232)
H (-2.6554, 0.2745, 0.7501)
H (-1.2290, -0.1901, 1.6986)
H (1.3404, 0.1834, 1.8765)
H (2.5843, -0.4331, 0.7923)
H (1.1702, -1.4438, 1.1495)
H (0.5030, -0.2267, -2.3367)
H (-1.1367, -0.1386, -1.3306)
H (0.1262, -1.5926, -1.1262)
H (0.5812, 2.0372, -0.5635)


Entry from the Open Molecules 2025 dataset: a structure of composition C5H10O2 (ωB97M-V/def2-TZVPD).

Output
LUMO energy (spin up / spin down) ... 0.93 / 0.93 eV
Multiplicity ... 1
Net charge ... 0
HOMO (spin up / spin down) ... -7.2217 / -7.2444 eV

Cartesian coordinates (Å):
O (-2.4504, 0.1811, -0.6831)
C (-1.2651, 0.9042, -0.4038)
C (-0.4444, 0.0468, 0.5475)
C (0.1317, -1.2492, -0.1043)
C (1.6040, -1.1411, 0.2215)
O (1.7873, -0.1868, 1.1110)
C (0.8078, 0.7032, 1.0877)
H (-2.9469, 0.6588, -1.3569)
H (-0.6886, 1.1049, -1.3187)
H (-1.4871, 1.8744, 0.0705)
H (-1.1249, -0.2129, 1.3727)
H (-0.3146, -2.1550, 0.3239)
H (-0.0628, -1.2768, -1.1818)
H (1.7767, 0.2665, -1.0306)
H (2.3386, -1.9346, 0.2426)
H (1.4778, 0.9725, -0.7741)
H (0.8610, 1.4439, 1.8760)


M (computed, u): 102.13, 102.13, 102.13, 102.13, 102.13, 102.13, 102.13, 102.13, 102.13, 102.13, 102.13, 102.13, 102.13, 102.13, 102.13